[1]
# C4H13NO

A 2-piece molecular cluster, C4H13NO overall in a non-equilibrium geometry (wB97M-V/def2-TZVPD, the Open Molecules 2025 dataset).

Computed properties:
M, Da: 91.2
Orbital gap, eV: 9.5
Relative energy (zero: lowest compared OMol25 entry of this formula, charge and spin), kcal per mole: 50.5
SMILES string: CNC(C)C.O
LUMO energy, eV: 0.8

Structure (ORCA input):
```
! wB97M-V def2-TZVPD RIJCOSX def2/J DEFGRID3
* xyz 0 1
C 0.58496 -2.07195 1.62254
N 0.53973 -1.41384 0.24089
C 0.32893 0.03583 0.37976
C -0.68089 0.46293 1.45189
C 1.76354 0.75113 0.63846
H 0.64043 -1.44988 2.51458
H -0.15437 -2.83377 1.70913
H 1.38476 -2.78312 1.47241
H 1.41161 -1.67086 -0.14781
H -0.03877 0.37955 -0.59066
H -0.64185 1.48055 1.19021
H -1.57028 -0.18160 1.49151
H -0.54204 0.38761 2.49032
H 1.71790 1.82265 0.90623
H 2.36734 0.30084 1.43195
H 2.35787 0.86839 -0.28203
O -2.29259 1.93880 -3.82858
H -1.79058 1.46948 -3.16240
H -2.55861 1.52904 -4.63696
*
```

[2]
# C17H47FIN6O8P2SSi2

C17H47FIN6O8P2SSi2 as an isolated structure in a non-equilibrium geometry (wB97M-V/def2-TZVPD, the Open Molecules 2025 dataset).

Computed properties:
M, Da: 759.7
Orbital gap, eV: 6.3
Relative energy (zero: lowest compared OMol25 entry of this formula, charge and spin), kcal per mole: 0.0
LUMO energy, eV: 1.7

Structure (ORCA input):
```
! wB97M-V def2-TZVPD RIJCOSX def2/J DEFGRID3
* xyz -1 1
C -1.84605 1.54298 -1.34914
C -2.88304 0.42566 -1.23470
O -3.70228 0.23780 -2.36346
C -2.97017 0.03870 -3.56438
Si -2.04548 -1.61756 -3.67183
O -0.36804 -1.24680 -3.63942
Si 0.63458 -2.47968 -3.37125
F 2.01773 -1.86586 -2.89699
I 1.07928 -3.69498 -5.41370
S 0.03489 -3.81738 -1.72265
C -1.25066 -4.95675 -2.21012
O 1.22052 -4.59296 -1.39634
O -0.40595 -3.04332 -0.57884
C -2.51548 -2.63398 -5.20341
O -2.21143 -2.18501 -6.32632
O -3.12108 -3.71046 -4.98556
H -0.91592 1.17439 -1.78461
H -2.19870 2.40604 -1.91070
H -1.58721 1.85863 -0.33720
H -3.55143 0.70291 -0.41353
H -2.37797 -0.48616 -0.88865
H -3.70708 0.00720 -4.36919
H -2.28891 0.85681 -3.82598
H -2.37803 -2.42406 -2.47665
H -0.79497 -5.93547 -2.33150
H -1.81456 -4.65230 -3.09700
H -1.91777 -5.01099 -1.35149
O 6.76497 -1.92744 -2.86710
P 6.63088 -1.32354 -1.49811
N 8.28485 -1.31550 -0.97502
C 9.01727 -2.44836 -0.44886
C 9.14075 -0.41203 -1.73830
N 5.61149 -2.52585 -0.76430
C 6.14193 -3.70452 -0.10514
C 4.49790 -2.90765 -1.63965
N 6.12844 -0.14244 -0.28601
C 5.83212 1.19516 -0.80524
C 6.73240 -0.09134 1.01360
H 9.94597 -2.09824 0.01079
H 9.26820 -3.19163 -1.21940
H 8.47836 -2.94961 0.35040
H 9.39344 0.47625 -1.14427
H 8.65463 -0.07140 -2.65589
H 10.07089 -0.89771 -2.03635
H 6.84611 -4.27285 -0.73160
H 5.32297 -4.37131 0.16670
H 6.62724 -3.45056 0.84071
H 4.80151 -3.63298 -2.40371
H 4.09349 -2.03827 -2.15035
H 3.68551 -3.33583 -1.05193
H 6.74327 1.76985 -1.03518
H 5.23584 1.76562 -0.09015
H 5.24445 1.11935 -1.72356
H 7.71851 0.39485 1.01331
H 6.83397 -1.08298 1.45327
H 6.07337 0.47769 1.67502
O -4.73557 2.06186 1.34090
P -5.25350 2.34568 2.71963
N -6.43206 3.56916 2.40111
C -6.16450 4.97452 2.16918
C -7.58254 3.09223 1.63395
N -3.76526 2.90251 3.44678
C -3.34424 4.29137 3.40308
C -2.63778 2.03726 3.10647
N -5.90489 1.97228 4.31616
C -6.61756 0.69486 4.41417
C -6.49848 2.98219 5.14513
H -7.10064 5.53571 2.23051
H -5.70622 5.16682 1.18919
H -5.52772 5.40353 2.93793
H -8.46695 3.00568 2.27819
H -7.39626 2.11157 1.18981
H -7.82339 3.76805 0.81339
H -3.34124 4.71153 2.38694
H -2.33425 4.38289 3.80560
H -3.96413 4.91675 4.04885
H -2.23033 2.25038 2.11137
H -2.93238 0.98636 3.12383
H -1.84394 2.15798 3.84604
H -7.62605 0.74037 3.97622
H -6.70781 0.37994 5.45593
H -6.06167 -0.08655 3.88989
H -7.51968 3.24684 4.83845
H -5.89751 3.89053 5.17202
H -6.53899 2.60363 6.17022
*
```

[3]
# C23H73BrF4N2O20P2S

A 18-piece molecular cluster, C23H73BrF4N2O20P2S overall in a non-equilibrium geometry (wB97M-V/def2-TZVPD, the Open Molecules 2025 dataset).

Computed properties:
M, Da: 947.7
Orbital gap, eV: 8.7
LUMO energy, eV: -0.8

Structure (ORCA input):
```
! wB97M-V def2-TZVPD RIJCOSX def2/J DEFGRID3
* xyz 0 1
N -3.18869 3.36240 4.02330
C -2.57910 2.44191 3.52852
C -1.62691 1.45358 2.66440
P -2.76160 0.66503 1.34672
O -2.15825 -0.83470 0.78150
Br -4.69469 0.14231 2.44156
C -0.43534 2.28521 1.89186
C -1.08488 2.68563 0.45434
N -1.21569 2.84036 -0.74128
C 0.84146 1.32150 1.76457
F 1.64046 1.55311 2.95263
F 0.52018 -0.07964 1.79998
C 1.75641 1.56212 0.47090
F 2.98677 0.81610 0.69656
F 1.20308 0.99266 -0.73816
P -0.05123 3.96162 2.73735
O -1.29522 5.12804 2.44816
O 0.14752 3.74967 4.43183
S 1.59756 4.78798 2.09194
H -1.19804 0.70760 3.43537
H -1.52521 -0.59197 0.05079
H 2.08214 2.64238 0.29548
H -0.92518 6.01672 2.69653
H 0.74558 4.44104 4.80475
C 6.26476 2.63019 1.39687
O 5.93438 1.25246 1.31864
H 7.23154 2.73289 1.89080
H 6.32674 3.05219 0.39040
H 5.50439 3.15919 1.97763
H 5.07630 1.18982 0.87836
C -4.30904 -2.37231 5.74042
O -3.71176 -1.09004 5.60680
H -3.76839 -3.08037 5.11189
H -4.25220 -2.69677 6.78258
H -5.35275 -2.32664 5.41858
H -4.20826 -0.48361 6.17202
C 1.53200 -0.41987 -3.66392
O 1.50411 -1.71993 -3.09315
H 1.02708 -0.44677 -4.63044
H 1.01434 0.28068 -3.00536
H 2.56948 -0.10404 -3.80594
H 1.95852 -1.66539 -2.23801
C 4.45015 -3.26638 -1.72665
O 4.11746 -1.88783 -1.65451
H 3.55876 -3.83109 -2.00235
H 5.22261 -3.41786 -2.48402
H 4.80882 -3.60982 -0.75299
H 4.92264 -1.41316 -1.40942
C 1.65258 3.13492 7.64259
O 2.48390 3.93968 6.81591
H 1.17703 3.76963 8.39111
H 0.88260 2.65624 7.03151
H 2.25823 2.37649 8.14355
H 2.89056 3.35254 6.16453
C 4.78212 1.14526 9.22351
O 3.41182 0.97115 9.55318
H 5.07800 2.16420 9.47504
H 5.39086 0.44048 9.79521
H 4.92741 0.98055 8.15275
H 3.17644 0.06299 9.32102
C 4.03992 -3.59718 -5.42078
O 4.20429 -2.38011 -4.70956
H 5.02080 -3.96347 -5.72381
H 3.56014 -4.33771 -4.77510
H 3.42850 -3.42424 -6.31002
H 3.32052 -2.07807 -4.45280
C -3.16466 1.09887 -3.48624
O -2.24013 0.12187 -3.02826
H -3.92043 0.60995 -4.10089
H -3.64798 1.57579 -2.63021
H -2.63983 1.84773 -4.08527
H -1.58417 0.58290 -2.48812
C -2.71644 -6.38327 4.26777
O -2.92387 -5.04286 4.68935
H -3.41815 -7.03187 4.79298
H -2.88882 -6.45958 3.19163
H -1.69400 -6.68781 4.50559
H -2.29011 -4.49243 4.20882
C -0.86588 -6.01686 7.76747
O -0.15335 -4.96974 7.12518
H -0.37361 -6.25244 8.71186
H -1.89108 -5.69453 7.96456
H -0.86782 -6.90389 7.12930
H -0.61058 -4.78260 6.29445
C 1.69127 1.31288 -7.35191
O 0.32238 1.14351 -7.01253
H 1.99184 2.33336 -7.11143
H 2.30086 0.61075 -6.77697
H 1.82742 1.13801 -8.42213
H 0.08353 0.23412 -7.23520
C 8.04651 -4.88529 -3.75272
O 7.15863 -4.52622 -4.79986
H 8.79483 -5.57402 -4.14619
H 8.54450 -3.99113 -3.36911
H 7.49023 -5.37620 -2.94990
H 6.50761 -3.91705 -4.42500
C 2.77134 3.11576 -11.07121
O 2.44194 1.73779 -11.14682
H 3.73914 3.22162 -10.58002
H 2.82947 3.53644 -12.07824
H 2.01078 3.64291 -10.48955
H 1.58290 1.67451 -11.58458
C -6.28104 3.09348 -4.45217
O -6.32929 1.77357 -3.93190
H -5.41245 3.18433 -5.10598
H -7.18814 3.29422 -5.02555
H -6.19166 3.80831 -3.62984
H -7.10559 1.72210 -3.35844
C -9.44776 1.63075 -6.09266
O -9.42122 2.72782 -5.18976
H -8.42351 1.31296 -6.29043
H -10.00418 0.80203 -5.64840
H -9.91898 1.93657 -7.02989
H -10.33860 2.98826 -5.03224
C 3.56370 -5.48977 7.96517
O 2.46409 -5.62227 7.07930
H 4.46523 -5.84466 7.46399
H 3.69236 -4.43889 8.23840
H 3.38928 -6.09015 8.86217
H 1.67669 -5.30077 7.54747
C -8.55745 6.23956 -4.95922
O -9.92522 6.06541 -4.62878
H -8.26245 7.26098 -4.71632
H -7.94957 5.53962 -4.38124
H -8.41418 6.06586 -6.02870
H -10.15709 5.15560 -4.85392
*
```

[4]
# C30H73INO6S

A 7-piece molecular cluster, C30H73INO6S overall (wB97M-V/def2-TZVPD, the Open Molecules 2025 dataset).

Computed properties:
M, Da: 702.9
Orbital gap, eV: 4.5
LUMO energy, eV: 2.1

Structure (ORCA input):
```
! wB97M-V def2-TZVPD RIJCOSX def2/J DEFGRID3
* xyz -1 1
C 8.63994 -2.62993 2.55735
C 7.43217 -1.76234 2.92287
S 5.88966 -2.70825 2.89019
C 4.72152 -1.32337 3.22424
N 3.54530 -1.47312 2.47530
C 2.60700 -0.49140 2.87455
C 1.25983 -0.93216 2.29909
C 0.62272 -2.07192 3.06269
I -0.13067 0.76605 2.24392
H 9.13805 -3.02273 3.44693
H 9.37916 -2.06407 1.98456
H 8.32941 -3.48346 1.94910
H 7.57977 -1.31030 3.90812
H 7.31871 -0.93971 2.21340
H 4.56668 -1.29891 4.33214
H 5.31763 -0.39750 3.01049
H 2.47184 -0.40915 3.98657
H 2.82877 0.55599 2.54998
H 1.38848 -1.18405 1.24874
H 1.27386 -2.93649 2.91577
H 0.58188 -1.84546 4.13140
H -0.38167 -2.31255 2.71022
C -2.75439 6.78734 3.46412
C -2.47243 5.45099 4.13351
O -2.28655 4.38138 3.23107
C -1.19240 4.51007 2.33066
C 0.16066 4.65835 3.00153
H -3.62138 6.71191 2.80530
H -2.96136 7.54219 4.22538
H -1.90471 7.13542 2.87591
H -3.32908 5.15403 4.74101
H -1.61558 5.54625 4.81068
H -1.36998 5.34180 1.63727
H -1.20913 3.59217 1.74466
H 0.23296 5.58259 3.57848
H 0.94082 4.67542 2.23947
H 0.35456 3.81060 3.65888
C -0.65478 -3.53897 -2.66949
C -0.48306 -4.06217 -1.25256
O -0.53203 -3.06358 -0.25604
C -1.73986 -2.32351 -0.16346
C -2.95073 -3.16911 0.19204
H 0.08911 -2.76921 -2.88150
H -0.51745 -4.35672 -3.38080
H -1.64600 -3.11299 -2.83266
H 0.50659 -4.50732 -1.14037
H -1.21838 -4.85323 -1.05490
H -1.93213 -1.76018 -1.08238
H -1.53894 -1.59556 0.62246
H -3.19004 -3.89231 -0.59013
H -3.81981 -2.52026 0.30861
H -2.77979 -3.70975 1.12476
C -5.64930 0.22039 0.90740
C -4.36537 0.40432 0.12261
O -4.33362 -0.27874 -1.12409
C -5.32583 0.11056 -2.05225
C -5.27275 1.58197 -2.43370
H -5.84358 -0.83091 1.12853
H -5.54915 0.75964 1.85088
H -6.51362 0.64379 0.39563
H -3.52487 0.00847 0.69363
H -4.17418 1.47313 -0.01899
H -6.32731 -0.14254 -1.68198
H -5.14075 -0.50891 -2.93121
H -5.48342 2.22966 -1.58156
H -6.01833 1.78632 -3.20547
H -4.28822 1.84062 -2.82606
C 8.66775 1.44159 -1.70004
C 8.41137 0.49920 -0.53497
O 8.11945 1.16087 0.67924
C 6.91489 1.91941 0.70054
C 5.66444 1.12082 0.37097
H 9.47391 2.13780 -1.46256
H 8.95535 0.86478 -2.58151
H 7.77832 2.01764 -1.95860
H 9.30769 -0.08565 -0.32220
H 7.61840 -0.21108 -0.79209
H 7.00110 2.79034 0.03779
H 6.85534 2.29397 1.72303
H 5.66397 0.76234 -0.65959
H 4.78583 1.75615 0.49525
H 5.55011 0.26181 1.03374
C 3.26201 -5.39362 -5.36750
C 2.09781 -6.31466 -5.04926
O 0.85206 -5.87327 -5.56597
C 0.77011 -5.73441 -6.97118
C 0.99606 -7.02821 -7.73585
H 3.06036 -4.38326 -5.01040
H 4.16048 -5.75946 -4.86832
H 3.47348 -5.35013 -6.43695
H 1.94320 -6.35624 -3.97119
H 2.31601 -7.33505 -5.38589
H 1.46184 -4.96218 -7.32755
H -0.24093 -5.36735 -7.15068
H 2.01089 -7.40688 -7.60861
H 0.84103 -6.85368 -8.80214
H 0.29640 -7.79719 -7.40574
C -7.64255 4.13968 2.90006
C -6.41263 4.12964 2.00932
O -6.57303 3.37847 0.81674
C -7.58255 3.81820 -0.07240
C -7.37145 5.22663 -0.60137
H -7.94332 3.12132 3.15000
H -7.41439 4.66884 3.82684
H -8.48783 4.64583 2.43136
H -5.57948 3.64892 2.52244
H -6.09898 5.15503 1.78199
H -8.57360 3.73187 0.38933
H -7.55056 3.10526 -0.89753
H -7.43167 5.97517 0.18955
H -8.14399 5.46014 -1.33625
H -6.39712 5.31195 -1.08439
*
```

[5]
# C5H7N

A 2-piece molecular cluster, C5H7N overall (wB97M-V/def2-TZVPD, the Open Molecules 2025 dataset).

Computed properties:
M, Da: 81.1
Orbital gap, eV: 10.6
Relative energy (zero: lowest compared OMol25 entry of this formula, charge and spin), kcal per mole: 140.6
SMILES string: C1=CC1[C@@H]1C=N1.[H][H]
LUMO energy, eV: 1.2

Structure (ORCA input):
```
! wB97M-V def2-TZVPD RIJCOSX def2/J DEFGRID3
* xyz 0 1
C -0.98902 0.93296 -0.73541
C -0.56283 -0.07838 -1.41505
C 0.48191 0.68943 -0.65912
C 1.19400 -0.04492 0.45957
C 0.82746 -1.42988 0.66331
N 0.44452 -0.69711 1.60491
H -1.77093 1.63468 -0.51005
H -0.76212 -0.88338 -2.09680
H 1.12280 1.39196 -1.19901
H 2.18711 0.31026 0.73470
H 0.74973 -2.46637 0.36609
H -1.75424 0.50999 1.23867
H -1.24839 0.15479 1.65054
*
```

[6]
# H4O2

A 2-piece molecular cluster, H4O2 overall in a non-equilibrium geometry (wB97M-V/def2-TZVPD, the Open Molecules 2025 dataset).

Computed properties:
M, Da: 36.0
Orbital gap, eV: 11.7
Relative energy (zero: lowest compared OMol25 entry of this formula, charge and spin), kcal per mole: 5.9
SMILES string: O.O
LUMO energy, eV: 0.6

Structure (ORCA input):
```
! wB97M-V def2-TZVPD RIJCOSX def2/J DEFGRID3
* xyz 0 1
O 1.75274 -0.20556 -0.06729
H 0.79797 -0.34478 -0.10527
H 1.94138 0.68845 -0.22128
O -1.32027 -0.09840 -0.19852
H -1.83307 -0.82201 0.25951
H -1.33875 0.78230 0.33284
*
```

[7]
# C6H17N2O2

An isolated ion of composition C6H17N2O2 and charge +1 in a non-equilibrium geometry (wB97M-V/def2-TZVPD, the Open Molecules 2025 dataset).

Computed properties:
M, Da: 149.2
Orbital gap, eV: 10.5
Relative energy (zero: lowest compared OMol25 entry of this formula, charge and spin), kcal per mole: 60.5
SMILES string: CC[C@H](C)[C@H](N)C([NH3+])(O)O
LUMO energy, eV: -3.2

Structure (ORCA input):
```
! wB97M-V def2-TZVPD RIJCOSX def2/J DEFGRID3
* xyz 1 1
C -2.71158 -0.64497 -0.73463
C -1.86613 -0.30154 0.59737
C -0.41111 0.28042 0.33112
C -0.41890 1.54790 -0.49062
C 0.60593 -0.66985 -0.37560
N 0.67020 -2.03369 0.09149
C 2.16100 -0.05297 -0.26377
N 2.30515 0.87039 1.08977
O 3.01111 -1.07137 -0.24562
O 2.38289 0.92161 -1.16907
H -2.44497 0.09943 -1.50627
H -3.77011 -0.42429 -0.49247
H -2.64271 -1.64476 -1.09588
H -1.61061 -1.33038 1.07223
H -2.31521 0.53189 1.13819
H -0.11624 0.48600 1.38567
H -1.18692 1.43358 -1.24652
H -0.72229 2.43948 0.05044
H 0.52504 1.77785 -0.91245
H 0.48153 -0.66695 -1.55963
H -0.12427 -2.62110 -0.27362
H 0.79330 -2.34563 1.04492
H 3.28544 1.05240 1.31582
H 1.66220 0.47088 1.86283
H 1.86313 1.79486 0.68875
H 2.55164 -2.00110 -0.01878
H 3.18586 0.99516 -1.59959
*
```

[8]
# H20O10

A 10-piece molecular cluster, H20O10 overall (wB97M-V/def2-TZVPD, the Open Molecules 2025 dataset).

Computed properties:
M, Da: 180.2
Orbital gap, eV: 10.0
Relative energy (zero: lowest compared OMol25 entry of this formula, charge and spin), kcal per mole: 68.6
SMILES string: O.O.O.O.O.O.O.O.O.O
LUMO energy, eV: -0.5

Structure (ORCA input):
```
! wB97M-V def2-TZVPD RIJCOSX def2/J DEFGRID3
* xyz 0 1
O 2.48355 -1.57501 2.74287
H 2.79318 -0.74424 3.10368
H 1.85644 -1.32335 2.06492
O -1.76722 0.82493 2.62345
H -1.73900 1.36206 3.41523
H -2.14427 -0.00661 2.91087
O 0.35305 1.14684 -2.63825
H 0.96233 0.71609 -3.23780
H -0.50956 0.82584 -2.90110
O 0.85647 -3.52717 -2.54208
H 1.30778 -2.70300 -2.35962
H 1.55628 -4.13790 -2.77339
O 2.43368 -1.44791 -2.23657
H 2.58742 -0.57023 -2.58625
H 3.22668 -1.93646 -2.45722
O 0.40814 -0.37685 0.32281
H 0.88920 -0.46169 -0.50036
H -0.11975 0.41388 0.21188
O -2.06772 3.41229 1.12657
H -2.26017 4.19123 0.60461
H -1.44211 2.91742 0.59749
O -3.40983 0.67349 0.44550
H -2.69045 0.74714 1.07264
H -3.48284 1.54676 0.06040
O 0.29333 2.53503 -0.32963
H 0.28563 2.05818 -1.15956
H 1.06291 3.10147 -0.38543
O -0.56115 -2.94432 1.60979
H -0.95867 -2.35773 2.25331
H -0.20335 -2.36009 0.94130
*
```